# 1
Below is a 2-piece molecular cluster, CH3N2O4S overall at a distorted geometry, with properties calculated with ωB97M-V/def2-TZVPD.

```
! RIJCOSX wB97M-V def2-TZVPD def2/J DEFGRID3
* xyz -1 1
C -2.999 -1.095 0.577
N -0.725 -0.311 0.788
N -1.909 -0.752 0.257
O 0.984 1.719 -0.136
O -4.108 -1.488 0.567
O 1.897 0.513 -2.068
O 2.086 -0.442 0.181
S 1.963 0.756 -0.637
H 3.210 1.426 -0.465
H -0.449 0.605 0.403
H 0.050 -0.932 0.533
*
```

The HOMO-LUMO gap is 8.85 eV. The LUMO energy comes out at 0.1251 Eh.

=====

# 2
Below is an isolated ion of composition CH3N2OS and charge +1 at a distorted geometry, with properties calculated with ωB97M-V/def2-TZVPD.

```
! RIJCOSX wB97M-V def2-TZVPD def2/J DEFGRID3
* xyz 1 1
C -0.013 -0.020 -0.039
N 0.518 1.215 -0.066
O 1.886 1.187 0.025
S 2.534 -0.465 0.004
N 0.888 -0.978 0.160
H -1.017 -0.131 -0.137
H -0.075 2.006 0.145
H 0.830 -1.873 0.609
*
```

The HOMO-LUMO gap is 8.08 eV. The LUMO energy comes out at -0.2101 Eh. Its structure (SMILES) is C1=[NH+]OSN1.

=====

# 3
Below is an isolated ion of composition CH3N2S and charge +1 at a distorted geometry, with properties calculated with ωB97M-V/def2-TZVPD.

```
! RIJCOSX wB97M-V def2-TZVPD def2/J DEFGRID3
* xyz 1 1
N -1.319 -0.299 -0.348
C -0.425 0.437 -0.204
N 0.653 1.077 -0.062
S 2.064 -0.096 0.152
H -2.012 -0.779 0.171
H 0.846 1.943 0.383
H 1.098 -1.215 0.288
*
```

The HOMO-LUMO gap is 9.25 eV. The LUMO energy comes out at -0.2135 Eh. Its structure (SMILES) is [NH+]#CNS.

=====

# 4
Below is CH3N3O as an isolated structure at a distorted geometry, with properties calculated with ωB97M-V/def2-TZVPD.

```
! RIJCOSX wB97M-V def2-TZVPD def2/J DEFGRID3
* xyz 0 1
C -1.500 0.312 0.042
N 1.959 -0.624 0.228
N 0.828 -0.916 -0.117
N -0.182 0.656 -0.098
O -2.050 -0.812 0.103
H -2.045 1.278 0.115
H 2.586 -1.383 -0.040
H 0.403 1.488 -0.233
*
```

The HOMO-LUMO gap (spin up / spin down) is 9.28 / 9.27 eV. The LUMO energy (spin up / spin down) comes out at -0.0071 / -0.0071 Eh.

=====

# 5
Below is one molecule with the formula CH3N3O2, with properties calculated with ωB97M-V/def2-TZVPD.

```
! RIJCOSX wB97M-V def2-TZVPD def2/J DEFGRID3
* xyz 0 1
H -2.005 -0.648 0.381
N -1.575 0.250 0.185
C -0.338 0.215 0.012
N 0.483 1.227 -0.269
N 0.432 -1.100 0.100
O 1.632 -1.053 -0.053
O -0.226 -2.085 0.323
H 0.128 2.163 -0.333
H 1.470 1.031 -0.347
*
```

The HOMO-LUMO gap is 9.72 eV. The LUMO energy comes out at -0.0186 Eh. Its structure (SMILES) is [H]/N=C(/N)[N+](=O)[O-].

=====

# 6
Below is one molecule with the formula CH3N3O2 at a distorted geometry, with properties calculated with ωB97M-V/def2-TZVPD.

```
! RIJCOSX wB97M-V def2-TZVPD def2/J DEFGRID3
* xyz 0 1
C 0.630 -1.328 0.393
N 1.515 -0.487 0.111
N -1.497 -0.413 0.236
N -0.089 1.158 -0.333
O 1.310 0.871 -0.173
O -0.938 0.753 0.648
H 0.777 -2.411 0.586
H -1.693 -0.290 -0.848
H -0.016 2.146 -0.621
*
```

The HOMO-LUMO gap (spin up / spin down) is 8.54 / 9.06 eV. The LUMO energy (spin up / spin down) comes out at -0.0080 / -0.0140 Eh.

=====

# 7
Below is CH3N3O2S as an isolated structure at a distorted geometry, with properties calculated with ωB97M-V/def2-TZVPD.

```
! RIJCOSX wB97M-V def2-TZVPD def2/J DEFGRID3
* xyz 0 1
C 0.941 0.523 -0.014
N -0.070 0.087 -0.531
N -2.699 -1.012 -1.097
N 1.908 1.008 0.451
O -2.675 1.309 -0.508
O -1.943 -0.294 1.270
S -2.320 0.026 -0.063
H -0.070 -0.202 -1.524
H -2.498 -1.874 -0.785
H 2.726 1.125 0.971
*
```

The HOMO-LUMO gap is 11.10 eV. The LUMO energy comes out at 0.0155 Eh.

=====

# 8
Below is a 2-piece molecular cluster, CH3N3O3 overall at a distorted geometry, with properties calculated with ωB97M-V/def2-TZVPD.

```
! RIJCOSX wB97M-V def2-TZVPD def2/J DEFGRID3
* xyz 0 1
C 1.659 -0.433 -0.086
N -1.522 0.433 0.802
N 0.956 0.626 -0.047
N 1.272 1.935 0.047
O 1.471 -1.569 -0.369
O 2.440 2.188 0.032
O 0.375 2.730 0.226
H 2.780 -0.328 0.147
H -1.783 -0.421 0.300
H -1.808 1.335 0.407
*
```

The HOMO-LUMO gap (spin up / spin down) is 9.99 / 6.72 eV. The LUMO energy (spin up / spin down) comes out at -0.0418 / -0.1447 Eh.

=====

# 9
Below is a 2-piece molecular cluster, CH3N3S overall at a distorted geometry, with properties calculated with ωB97M-V/def2-TZVPD.

```
! RIJCOSX wB97M-V def2-TZVPD def2/J DEFGRID3
* xyz 0 1
C -0.289 2.901 0.262
N -0.200 1.084 -1.158
N -0.158 0.294 -0.281
N -0.150 -1.028 -0.458
S -0.778 4.395 -0.101
H -0.171 2.311 1.251
H 0.114 -1.391 -1.395
H 0.417 -1.401 0.314
*
```

The HOMO-LUMO gap (spin up / spin down) is 8.18 / 7.14 eV. The LUMO energy (spin up / spin down) comes out at -0.0044 / -0.0183 Eh.

=====

# 10
Below is a 2-piece molecular cluster, CH3N4O overall at a distorted geometry, with properties calculated with ωB97M-V/def2-TZVPD.

```
! RIJCOSX wB97M-V def2-TZVPD def2/J DEFGRID3
* xyz 1 1
C -1.150 -1.481 -0.054
N -1.670 1.893 0.058
N -0.677 1.394 0.154
N 0.512 1.175 0.211
N 1.088 -0.030 -0.106
O -2.166 -1.962 0.266
H 1.590 -0.295 0.825
H 1.847 0.194 -0.803
H 0.626 -0.889 -0.551
*
```

The HOMO-LUMO gap is 11.04 eV. The LUMO energy comes out at -0.1721 Eh.

=====

# 11
Below is one molecule with the formula CH3N5O at a distorted geometry, with properties calculated with ωB97M-V/def2-TZVPD.

```
! RIJCOSX wB97M-V def2-TZVPD def2/J DEFGRID3
* xyz 0 1
N 1.574 -1.206 -0.069
N 0.281 -0.510 0.201
N -0.783 -1.048 -0.269
N -1.762 -0.186 -0.077
N -1.263 0.990 0.119
C 0.183 0.838 0.177
O 1.246 1.508 -0.152
H 2.075 -0.243 -0.482
H 1.756 -1.425 0.971
H -1.218 -1.695 0.326
*
```

The HOMO-LUMO gap is 9.99 eV. The LUMO energy comes out at -0.0057 Eh. Its structure (SMILES) is Nn1[nH]nnc1=O.

=====

# 12
Below is a 3-piece molecular cluster, CH3N5O2 overall at a distorted geometry, with properties calculated with ωB97M-V/def2-TZVPD.

```
! RIJCOSX wB97M-V def2-TZVPD def2/J DEFGRID3
* xyz 0 1
C 0.364 0.127 0.174
H 2.309 -0.937 -0.570
H 3.199 -0.052 1.061
H -1.108 2.579 0.280
N 2.604 0.205 -0.232
N 1.319 0.892 0.254
N 0.411 -1.218 -0.211
N -0.700 -1.624 -0.169
N -1.033 0.433 0.393
O -1.682 -0.625 0.265
O -1.417 1.480 -0.522
*
```

The HOMO-LUMO gap is 8.70 eV. The LUMO energy comes out at -0.0247 Eh.

=====

# 13
Below is one molecule with the formula CH3N5O3 at a distorted geometry, with properties calculated with ωB97M-V/def2-TZVPD.

```
! RIJCOSX wB97M-V def2-TZVPD def2/J DEFGRID3
* xyz 0 1
N 2.907 0.686 -0.999
C 1.837 0.320 -0.741
N 0.570 0.151 -0.433
N -0.276 1.261 -0.733
N 0.155 -0.641 0.576
O 0.202 -0.054 1.846
N -1.016 -1.448 0.264
O -1.433 -1.466 -0.836
O -1.431 -2.073 1.218
H 0.125 2.131 -1.027
H -1.035 0.889 -1.302
H -0.604 0.244 2.168
*
```

The HOMO-LUMO gap is 9.85 eV. The LUMO energy comes out at -0.0114 Eh. Its structure (SMILES) is N#CN(N)N(O)[N+](=O)[O-].

=====

# 14
Below is one molecule with the formula CH3N5S at a distorted geometry, with properties calculated with ωB97M-V/def2-TZVPD.

```
! RIJCOSX wB97M-V def2-TZVPD def2/J DEFGRID3
* xyz 0 1
H -2.468 -1.422 0.607
N -1.541 -1.387 0.137
C -0.979 -0.203 0.070
N -1.457 1.086 0.410
N -0.532 1.939 0.052
N 0.567 1.320 -0.494
N 0.326 -0.036 -0.493
S 1.504 -1.169 0.090
H 1.173 1.829 -1.188
H 1.552 -0.960 1.415
*
```

The HOMO-LUMO gap is 8.81 eV. The LUMO energy comes out at -0.0097 Eh. Its structure (SMILES) is [H]/N=c1\nn[nH]n1S.

=====

# 15
Below is one molecule with the formula CH3NO2 at a distorted geometry, with properties calculated with ωB97M-V/def2-TZVPD.

```
! RIJCOSX wB97M-V def2-TZVPD def2/J DEFGRID3
* xyz 0 1
N 0.334 -0.350 -0.576
C -0.057 0.731 0.210
O -0.233 1.840 -0.276
O -0.626 0.300 1.296
H 0.253 -1.446 -0.314
H 0.636 -0.376 -1.634
H -0.308 -0.698 1.295
*
```

The HOMO-LUMO gap is 10.61 eV. The LUMO energy comes out at 0.0073 Eh. Its structure (SMILES) is NC(=O)O.

=====

# 16
Below is a 3-piece molecular cluster, CH3NO2S overall at a distorted geometry, with properties calculated with ωB97M-V/def2-TZVPD.

```
! RIJCOSX wB97M-V def2-TZVPD def2/J DEFGRID3
* xyz -2 1
C 1.860 -0.610 2.449
N -3.310 1.578 -4.041
O -4.216 1.096 -3.314
O -2.543 0.236 -5.105
S 3.624 -0.402 2.967
H 1.339 0.314 2.203
H 1.374 -1.133 3.327
H 1.872 -1.079 1.514
*
```

The HOMO-LUMO gap is 6.31 eV. The LUMO energy comes out at 0.2154 Eh.

=====

# 17
Below is a 2-piece molecular cluster, CH3NO2S overall at a distorted geometry, with properties calculated with ωB97M-V/def2-TZVPD.

```
! RIJCOSX wB97M-V def2-TZVPD def2/J DEFGRID3
* xyz -2 1
C 0.397 -1.290 1.293
N 4.776 3.477 -6.141
O 4.052 4.403 -5.807
O 4.358 2.610 -7.306
S -1.033 -0.117 1.013
H 0.363 -1.761 2.255
H 1.235 -0.617 1.475
H 0.619 -2.068 0.396
*
```

The HOMO-LUMO gap is 6.50 eV. The LUMO energy comes out at 0.2212 Eh.

=====

# 18
Below is CH3NO2S as an isolated structure at a distorted geometry, with properties calculated with ωB97M-V/def2-TZVPD.

```
! RIJCOSX wB97M-V def2-TZVPD def2/J DEFGRID3
* xyz 0 1
C -1.380 0.240 -0.282
N 1.814 -0.282 0.252
O 1.438 -1.258 0.756
O 2.859 0.180 0.032
S 0.153 1.212 -0.428
H -2.292 0.784 -0.410
H -1.438 -0.109 0.813
H -1.153 -0.767 -0.732
*
```

The HOMO-LUMO gap (spin up / spin down) is 7.73 / 7.73 eV. The LUMO energy (spin up / spin down) comes out at -0.0586 / -0.0585 Eh.

=====

# 19
Below is one molecule with the formula CH3NO2S at a distorted geometry, with properties calculated with ωB97M-V/def2-TZVPD.

```
! RIJCOSX wB97M-V def2-TZVPD def2/J DEFGRID3
* xyz 0 1
C 0.925 -0.901 -0.184
S -0.838 -0.727 0.092
N -1.225 1.190 0.230
O -0.247 1.863 0.247
O -2.374 1.441 0.288
H 1.111 -0.989 -1.249
H 1.198 -1.821 0.325
H 1.449 -0.057 0.250
*
```

The HOMO-LUMO gap is 9.92 eV. The LUMO energy comes out at 0.0021 Eh. Its structure (SMILES) is CS[N+](=O)[O-].

=====

# 20
Below is one molecule with the formula CH3NO2S at a distorted geometry, with properties calculated with ωB97M-V/def2-TZVPD.

```
! RIJCOSX wB97M-V def2-TZVPD def2/J DEFGRID3
* xyz 0 1
N 0.255 -0.149 0.350
C -0.817 -0.434 -0.271
S -2.242 -0.421 0.936
O -2.553 0.984 0.565
O -1.338 -0.365 2.098
H 1.079 0.103 -0.051
H 0.146 -0.201 1.352
H -0.746 -0.382 -1.376
*
```

The HOMO-LUMO gap is 8.86 eV. The LUMO energy comes out at -0.0127 Eh. Its structure (SMILES) is NC=S(=O)=O.

=====

Quick rundown of E_tot, same order as above: -23091.8326, -16937.4674, -14891.2873, -7599.7322, -9648.1488, -9640.5211, -20483.3470, -11689.5848, -16385.9746, -9081.7480, -10578.6601, -12619.5518, -14670.3831, -19367.8876, -6670.0233, -17500.1834, -17502.2077, -17501.2045, -17502.4653, -17503.7035 eV
Quick rundown of relative energy (zero: lowest compared OMol25 entry of this formula, charge and spin), same order as above: 23.12, 26.98, 10.31, 89.25, 75.69, 251.59, 51.47, 145.25, 76.21, 53.24, 69.73, 172.19, 32.77, 29.38, 37.84, 76.37, 29.69, 98.37, 69.29, 40.74 kcal per mole